(1)
8
Properties=species:S:1:pos:R:3:mulliken_charge:R:1 method="wB97M-V/def2-TZVPD" homo_ha=-0.31016 lumo_energy_ha=0.0020
C -0.018 0.523 -0.018 -0.171
C -1.031 -0.337 0.021 -0.379
N 1.284 -0.037 -0.005 0.345
N 1.506 -1.218 -0.014 -0.703
Br -2.831 0.180 0.001 -0.110
H -0.106 1.598 -0.068 0.358
H 2.048 0.692 0.000 0.251
H -0.852 -1.401 0.083 0.408

=====

(2)
53
Properties=species:S:1:pos:R:3:mulliken_charge:R:1 method="wB97M-V/def2-TZVPD" smiles="CCCOc1ccc(C(=O)NC(=S)NNC(=O)c2c(-c3ccccc3)noc2C)cc1" homo_ha=-0.31297 lumo_energy_ha=-0.0028
C 4.828 0.193 -1.746 -0.731
C 5.180 -0.673 -2.950 -0.435
C 4.483 -2.036 -2.959 -0.540
O 3.111 -1.936 -3.303 -0.421
C 2.138 -1.851 -2.376 0.907
C 2.298 -1.913 -0.991 -0.087
C 1.198 -1.815 -0.168 -0.981
C -0.088 -1.655 -0.684 0.793
C -1.178 -1.411 0.273 0.143
O -0.978 -1.156 1.447 -0.610
N -2.458 -1.425 -0.263 -0.027
C -3.604 -0.857 0.251 -0.019
S -5.075 -1.488 -0.107 -0.396
N -3.492 0.243 1.032 -0.224
N -2.343 1.020 1.088 -0.101
C -1.788 1.429 -0.107 -0.159
O -2.455 1.513 -1.119 -0.674
C -0.341 1.669 -0.081 1.455
C 0.629 1.601 0.976 1.129
C 0.437 1.556 2.422 -0.065
C 1.241 0.723 3.195 -0.465
C 1.073 0.676 4.566 -0.815
C 0.117 1.470 5.179 -0.435
C -0.667 2.321 4.417 -0.765
C -0.512 2.366 3.044 0.153
N 1.835 1.614 0.474 -0.859
O 1.725 1.695 -0.877 -0.075
C 0.437 1.734 -1.221 -0.246
C 0.087 1.832 -2.653 -1.458
C -0.249 -1.596 -2.071 -0.313
C 0.845 -1.696 -2.897 -1.193
H 3.763 0.405 -1.707 0.007
H 5.120 -0.295 -0.819 0.257
H 5.355 1.142 -1.807 0.402
H 6.257 -0.852 -2.968 0.367
H 4.911 -0.150 -3.869 0.272
H 4.915 -2.654 -3.754 0.310
H 4.622 -2.555 -2.007 0.340
H 3.273 -2.020 -0.544 0.276
H 1.316 -1.847 0.904 0.433
H -2.627 -2.019 -1.063 0.331
H -4.366 0.695 1.275 0.257
H -1.698 0.740 1.828 0.358
H 1.985 0.116 2.705 0.440
H 1.690 0.019 5.160 0.394
H -0.013 1.432 6.250 0.410
H -1.401 2.953 4.894 0.401
H -1.113 3.041 2.451 0.456
H -0.944 1.521 -2.792 0.316
H 0.183 2.867 -2.983 0.399
H 0.762 1.218 -3.245 0.312
H -1.221 -1.435 -2.512 0.320
H 0.735 -1.648 -3.969 0.457

=====

(3)
101
Properties=species:S:1:pos:R:3:mulliken_charge:R:1 method="wB97M-V/def2-TZVPD" multiplicity=5 homo_ha="-0.23486 / -0.24433" lumo_energy_ha="0.0152 / -0.0748"
Pd 1.823 -0.095 -1.638 0.985
C -2.315 2.078 4.447 -1.697
C -1.754 3.259 3.640 2.207
C -0.593 3.892 4.421 -1.794
C -2.862 4.306 3.502 -2.241
C -1.251 2.765 2.282 -1.180
C -0.272 1.790 2.217 -0.593
C 0.211 1.344 0.994 -0.306
Se 1.467 -0.115 1.018 -0.085
C 0.128 -1.512 0.976 -0.028
C -0.516 -1.831 2.138 -0.900
C -1.570 -2.760 2.150 -0.965
C -1.964 -3.331 0.928 0.018
C -1.359 -3.047 -0.275 -0.479
C -0.224 -2.137 -0.276 1.155
O 0.420 -1.907 -1.328 -0.624
C -1.866 -3.647 -1.586 2.356
C -3.095 -4.533 -1.370 -2.398
C -2.273 -2.505 -2.537 -1.459
C -0.776 -4.519 -2.238 -1.559
C -2.251 -3.091 3.467 2.297
C -1.207 -3.678 4.430 -1.684
C -2.832 -1.801 4.066 -1.613
C -3.386 -4.105 3.303 -2.276
C -0.224 1.862 -0.256 0.963
O 0.291 1.509 -1.387 -0.255
C -1.282 2.829 -0.182 -0.560
C -1.738 3.242 1.059 0.324
C -1.890 3.378 -1.478 2.348
C -3.034 4.358 -1.209 -2.379
C -0.823 4.126 -2.294 -1.553
C -2.463 2.216 -2.308 -1.386
H -2.714 2.425 5.405 0.518
H -1.542 1.335 4.652 0.321
H -3.120 1.587 3.894 0.328
H -0.938 4.247 5.397 0.446
H -0.183 4.741 3.870 0.407
H 0.213 3.175 4.585 0.294
H -3.185 4.626 4.496 0.441
H -3.731 3.900 2.980 0.401
H -2.510 5.188 2.963 0.439
H 0.138 1.354 3.123 0.475
H -0.204 -1.335 3.049 0.344
H -2.792 -4.022 0.931 0.675
H -3.923 -3.974 -0.928 0.417
H -2.869 -5.393 -0.735 0.417
H -3.430 -4.912 -2.337 0.470
H -3.070 -1.904 -2.094 0.334
H -2.641 -2.924 -3.477 0.496
H -1.431 -1.852 -2.757 0.065
H -0.496 -5.341 -1.575 0.340
H 0.111 -3.933 -2.461 0.135
H -1.158 -4.943 -3.170 0.470
H -0.393 -2.976 4.616 0.318
H -0.778 -4.596 4.022 0.384
H -1.678 -3.914 5.387 0.459
H -2.056 -1.060 4.261 0.257
H -3.333 -2.024 5.010 0.520
H -3.561 -1.353 3.386 0.368
H -3.021 -5.053 2.900 0.448
H -4.172 -3.723 2.648 0.396
H -3.832 -4.306 4.278 0.442
H -2.521 3.986 1.084 0.565
H -2.691 5.239 -0.661 0.424
H -3.843 3.886 -0.645 0.415
H -3.445 4.696 -2.163 0.440
H -0.434 4.974 -1.724 0.345
H -1.261 4.506 -3.223 0.471
H 0.003 3.463 -2.540 0.042
H -3.252 1.705 -1.749 0.300
H -1.685 1.495 -2.552 -0.002
H -2.895 2.597 -3.239 0.499
F 6.812 0.867 -4.288 -0.406
C 5.490 0.620 -4.194 0.355
C 4.609 1.688 -4.137 -0.625
C 3.256 1.438 -4.032 -0.398
C 2.755 0.109 -3.968 1.191
C 1.366 -0.161 -3.867 -1.699
C 3.707 -0.948 -4.050 -0.545
C 5.054 -0.697 -4.164 -0.606
H 4.997 2.698 -4.181 0.514
H 2.553 2.260 -3.985 0.336
H 1.018 -1.172 -4.036 0.392
H 0.659 0.633 -4.064 0.378
H 3.348 -1.970 -4.018 0.425
H 5.780 -1.499 -4.230 0.492
C 4.234 -2.573 -1.003 -1.022
C 4.775 -1.197 -0.941 0.162
C 6.142 -0.787 -0.755 -0.869
C 6.123 0.572 -0.697 -0.951
C 4.741 0.962 -0.847 0.315
C 4.160 2.321 -0.750 -1.172
N 3.962 -0.122 -1.004 1.303
H 4.964 -3.262 -1.429 0.379
H 3.313 -2.590 -1.585 -0.044
H 3.993 -2.917 0.008 0.302
H 6.999 -1.440 -0.679 0.542
H 6.960 1.242 -0.567 0.533
H 4.823 3.062 -1.196 0.386
H 4.028 2.584 0.305 0.386
H 3.181 2.349 -1.226 -0.014

=====

(4)
43
Properties=species:S:1:pos:R:3:mulliken_charge:R:1 method="wB97M-V/def2-TZVPD" total_charge=+1 homo_ha=-0.41895 lumo_energy_ha=-0.2210
Pd -0.641 -0.106 0.253 0.391
C 4.192 1.325 3.588 -0.749
S 3.210 -0.172 3.876 -0.010
C 2.106 -0.084 2.508 0.195
S 0.356 0.033 2.955 0.367
N 2.530 -0.190 1.321 -1.078
N 1.613 -0.193 0.268 1.084
C 2.219 -0.002 -0.848 -0.717
C 1.547 -0.009 -2.145 0.892
C 2.278 0.221 -3.298 -0.887
C 1.612 0.176 -4.518 -0.355
C 0.260 -0.100 -4.525 -0.773
C -0.391 -0.323 -3.311 -0.205
N 0.238 -0.281 -2.149 0.260
H 5.062 1.221 4.234 0.375
H 3.629 2.211 3.868 0.216
H 4.520 1.366 2.554 0.274
H 3.294 0.161 -0.823 0.373
H 3.338 0.431 -3.245 0.440
H 2.147 0.352 -5.441 0.450
H -0.299 -0.142 -5.450 0.417
H -1.455 -0.533 -3.283 0.463
F 0.532 0.825 4.323 -0.161
Te 0.280 2.672 1.483 2.104
F -1.246 2.583 2.540 -0.415
F 1.951 2.790 0.674 -0.424
F -0.039 4.438 1.195 -0.320
F 1.211 2.925 3.050 -0.376
O -0.512 1.931 0.027 -0.790
I -2.417 -4.988 -2.409 0.171
C -1.353 -4.149 -0.841 -0.898
C -0.581 -4.918 0.013 -0.052
C 0.113 -4.278 1.029 -1.134
C 0.014 -2.909 1.157 0.144
N -0.744 -2.167 0.339 0.277
C -1.409 -2.778 -0.648 0.330
H -0.517 -5.990 -0.111 0.434
H 0.730 -4.833 1.721 0.454
H 0.550 -2.402 1.943 0.251
H -2.014 -2.161 -1.294 0.130
Se -2.974 0.437 0.539 0.023
C -3.721 -0.716 -0.676 0.270
N -4.156 -1.436 -1.467 -0.441

=====

(5)
19
Properties=species:S:1:pos:R:3:mulliken_charge:R:1 method="wB97M-V/def2-TZVPD" smiles="C[C@@]1([P@@H](=O)O)NCCS1" homo_ha=-0.33313 lumo_energy_ha=0.0215
C 1.598 -0.372 1.590 -1.366
C 0.668 -0.411 0.391 0.410
P 0.256 -2.253 0.032 0.632
O 1.308 -3.217 0.408 -0.662
O -1.162 -2.619 0.609 -0.458
N -0.460 0.387 0.530 -0.407
C -1.018 0.663 -0.803 -0.761
C 0.018 1.246 -1.674 -0.371
S 1.492 0.177 -1.303 -0.103
H 2.412 -1.228 1.570 0.338
H 1.070 -0.528 2.484 0.429
H 2.121 0.594 1.770 0.368
H 0.008 -2.170 -1.335 0.012
H -1.127 -2.104 1.447 0.378
H -0.199 1.321 0.767 0.289
H -1.925 1.249 -0.737 0.418
H -1.351 -0.325 -1.183 0.213
H -0.064 1.328 -2.820 0.355
H 0.143 2.218 -1.209 0.286

=====

(6)
82
Properties=species:S:1:pos:R:3:mulliken_charge:R:1 method="wB97M-V/def2-TZVPD" homo_ha=-0.32231 lumo_energy_ha=-0.1098
O -1.299 -0.172 7.207 -0.457
C -0.803 0.628 7.890 0.751
N -0.053 1.458 8.392 -0.504
B 1.313 1.330 7.829 0.342
O 1.585 1.797 6.503 -0.235
B 2.008 0.598 5.835 0.521
O 3.256 0.038 6.235 -0.208
B 3.463 0.403 7.602 0.654
P 5.338 0.428 8.142 0.044
O 5.513 1.488 9.449 -0.509
Cl 5.843 -1.452 8.953 -0.234
O 2.403 0.721 8.496 -0.394
H 1.269 0.153 5.032 -0.122
H 5.728 2.384 9.136 0.344
C -1.851 0.387 4.560 -0.838
O -1.875 -0.127 3.232 -0.489
P -2.863 0.672 2.091 1.418
O -2.383 2.039 2.547 -0.706
O -4.229 0.207 2.880 -0.343
C -4.579 -1.178 2.806 -0.714
O -3.789 1.353 0.834 -0.329
C -4.527 2.535 1.115 -0.675
H -1.550 -0.419 5.220 0.388
H -1.115 1.189 4.632 0.269
H -2.831 0.747 4.875 0.403
H -4.459 -1.626 3.793 0.237
H -3.953 -1.719 2.093 0.325
H -5.622 -1.263 2.499 0.266
H -3.878 3.407 1.032 0.246
H -4.984 2.497 2.104 0.285
H -5.316 2.619 0.366 0.285
C 3.672 -0.195 0.729 -0.612
O 3.518 -0.692 2.053 -0.311
P 4.843 -1.514 2.753 1.353
O 5.811 -0.450 2.265 -0.661
O 4.690 -2.744 1.670 -0.357
C 3.566 -3.613 1.833 -0.681
O 6.089 -2.350 3.567 -0.464
C 7.344 -2.476 2.912 -0.570
H 2.676 -0.094 0.294 0.225
H 4.141 0.788 0.756 0.226
H 4.257 -0.872 0.106 0.298
H 2.879 -3.463 0.999 0.230
H 3.034 -3.422 2.768 0.318
H 3.913 -4.646 1.828 0.246
H 7.933 -1.571 3.059 0.223
H 7.222 -2.678 1.847 0.281
H 7.875 -3.312 3.370 0.250
C -2.598 0.206 -1.347 -0.759
O -2.116 0.082 -2.681 -0.469
P -3.208 -0.465 -3.871 1.522
O -4.299 0.459 -3.360 -0.712
O -3.281 -1.954 -3.176 -0.379
C -2.123 -2.783 -3.301 -0.693
O -4.185 -0.990 -5.169 -0.461
C -5.556 -1.251 -4.904 -0.604
H -1.737 0.146 -0.674 0.187
H -3.071 1.173 -1.217 0.314
H -3.297 -0.593 -1.091 0.472
H -1.664 -2.900 -2.318 0.221
H -1.387 -2.356 -3.985 0.316
H -2.426 -3.762 -3.673 0.258
H -6.123 -0.320 -4.929 0.236
H -5.692 -1.751 -3.945 0.266
H -5.929 -1.904 -5.696 0.251
C -2.219 1.360 -6.598 -0.697
O -1.156 0.501 -6.995 -0.364
P 0.390 1.196 -7.189 1.211
O 0.322 1.988 -5.901 -0.619
O -0.140 2.059 -8.484 -0.326
C -0.456 1.322 -9.668 -0.705
O 1.998 1.631 -7.533 -0.486
C 2.382 2.982 -7.304 -0.531
H -3.157 0.903 -6.917 0.316
H -2.231 1.454 -5.509 0.230
H -2.141 2.346 -7.057 0.398
H -1.533 1.366 -9.834 0.237
H -0.153 0.276 -9.591 0.349
H 0.055 1.778 -10.516 0.248
H 2.627 3.126 -6.252 0.225
H 1.600 3.678 -7.609 0.283
H 3.277 3.177 -7.898 0.247

=====

(7)
55
Properties=species:S:1:pos:R:3:mulliken_charge:R:1 method="wB97M-V/def2-TZVPD" smiles="COc1ccc(COCCN2CCN(S(=O)(=O)c3ccccc3)CCC2=O)cc1" homo_ha=-0.31576 lumo_energy_ha=0.0199
C -0.752 1.884 4.446 -1.098
O 0.061 1.856 3.298 -0.312
C -0.520 2.092 2.087 0.743
C -1.876 2.324 1.888 -0.422
C -2.350 2.585 0.614 -0.581
C -1.498 2.613 -0.480 -0.001
C -2.035 2.913 -1.856 -0.943
O -3.311 2.343 -2.097 -0.496
C -3.352 0.939 -2.081 -0.160
C -2.609 0.270 -3.258 -1.267
N -1.352 -0.356 -2.892 0.281
C -1.425 -1.572 -2.110 -1.616
C -0.674 -1.481 -0.773 0.156
N 0.724 -1.755 -0.957 0.089
S 1.495 -2.701 0.172 1.268
O 0.565 -3.726 0.550 -0.721
O 2.756 -3.075 -0.395 -0.721
C 1.801 -1.653 1.594 0.087
C 0.956 -1.731 2.682 -0.255
C 1.214 -0.950 3.796 -0.558
C 2.301 -0.091 3.800 -0.395
C 3.137 -0.014 2.698 -0.770
C 2.890 -0.805 1.587 -0.358
C 1.505 -0.763 -1.647 -0.064
C 1.079 -0.627 -3.111 -1.436
C -0.189 0.175 -3.337 0.831
O -0.157 1.242 -3.926 -0.694
C -0.145 2.362 -0.277 -0.376
C 0.341 2.105 0.989 -0.281
H -0.081 1.714 5.287 0.231
H -1.511 1.096 4.422 0.393
H -1.242 2.856 4.568 0.447
H -2.570 2.316 2.713 0.483
H -3.403 2.774 0.463 0.407
H -2.200 3.991 -1.961 0.402
H -1.313 2.602 -2.620 0.368
H -4.418 0.703 -2.139 0.349
H -2.959 0.551 -1.130 0.251
H -2.389 1.028 -4.013 0.510
H -3.250 -0.494 -3.708 0.477
H -1.015 -2.420 -2.669 0.297
H -2.479 -1.769 -1.912 0.543
H -0.830 -0.490 -0.319 -0.155
H -1.044 -2.256 -0.101 0.615
H 0.127 -2.421 2.648 0.498
H 0.571 -1.016 4.661 0.489
H 2.503 0.519 4.667 0.388
H 3.984 0.654 2.706 0.419
H 3.543 -0.791 0.729 0.451
H 1.441 0.211 -1.142 0.013
H 2.534 -1.123 -1.612 0.570
H 1.867 -0.105 -3.657 0.397
H 0.964 -1.626 -3.537 0.370
H 0.527 2.389 -1.122 0.414
H 1.390 1.917 1.161 0.440

=====

(8)
12
Properties=species:S:1:pos:R:3:mulliken_charge:R:1 method="wB97M-V/def2-TZVPD" smiles="C1=CSCCS1" homo_ha=-0.29015 lumo_energy_ha=0.0286
C 0.109 -1.152 1.200 -0.225
C -1.072 -0.589 1.114 -0.273
S -1.718 0.438 -0.180 -0.097
C -0.123 1.089 -0.544 -0.827
C 0.808 0.096 -1.151 -0.317
S 1.445 -0.992 0.055 -0.128
H 0.465 -1.677 2.116 0.271
H -1.832 -0.954 1.852 0.277
H 0.351 1.531 0.332 0.426
H -0.387 1.964 -1.285 0.298
H 0.346 -0.478 -2.053 0.305
H 1.610 0.725 -1.456 0.290

=====

(9)
72
Properties=species:S:1:pos:R:3:mulliken_charge:R:1 method="wB97M-V/def2-TZVPD" total_charge=+1 homo_ha=-0.42253 lumo_energy_ha=-0.1314
C -1.671 -0.474 3.301 -1.090
C -0.567 -0.785 2.081 0.267
Cl 0.347 -2.317 2.721 -0.157
C 0.537 0.409 1.880 -0.301
Cl 2.190 -0.511 1.838 0.055
N 0.323 1.334 0.708 1.019
C 0.852 2.756 0.908 -0.363
C 2.328 2.872 1.599 -0.971
O 2.293 2.940 3.099 -0.523
C -1.200 1.538 0.536 -0.637
O -1.558 2.724 -0.254 -0.122
O -2.788 2.567 -0.724 -0.434
P 0.958 0.584 -0.817 0.764
N 0.264 1.227 -2.166 -0.837
O 2.690 0.903 -1.046 -0.476
O 0.582 -1.146 -0.919 -0.407
H -2.709 -0.980 3.112 0.299
H -1.755 0.694 3.529 0.295
H -1.219 -0.937 4.304 0.391
H -1.079 -1.167 1.094 0.262
H 0.532 1.030 2.900 0.094
H 0.973 3.268 -0.164 0.259
H 0.121 3.384 1.614 0.496
H 3.123 2.094 1.231 0.307
H 2.759 3.938 1.276 0.468
H 1.318 3.003 3.397 0.402
H -1.704 0.615 -0.030 0.306
H -1.693 1.721 1.608 0.279
H -2.709 2.160 -1.641 0.359
H 0.987 1.675 -2.771 0.285
H 3.131 0.098 -1.464 0.389
H 1.244 -1.462 -1.630 0.383
C -4.263 -0.419 -2.437 0.504
O -3.377 0.080 -1.762 -0.574
N -5.358 -0.985 -1.897 -0.559
N -4.226 -0.447 -3.781 -0.353
H -6.098 -1.401 -2.436 0.245
H -5.426 -0.985 -0.887 0.188
H -3.419 -0.032 -4.228 0.210
H -4.946 -0.854 -4.354 0.181
C -4.334 -4.509 -0.958 0.631
O -4.527 -3.986 0.128 -0.660
N -3.922 -5.783 -1.089 -0.393
N -4.515 -3.858 -2.121 -0.291
H -3.758 -6.231 -1.974 0.162
H -3.774 -6.309 -0.237 0.241
H -4.824 -2.896 -2.067 0.246
H -4.360 -4.271 -3.025 0.160
C 4.777 -4.686 2.512 0.644
O 5.408 -5.712 2.708 -0.655
N 4.992 -3.892 1.447 -0.295
N 3.809 -4.257 3.342 -0.295
H 4.482 -3.044 1.268 0.122
H 5.712 -4.179 0.797 0.196
H 3.616 -4.826 4.156 0.188
H 3.279 -3.415 3.197 0.102
C 2.100 -1.471 -4.365 0.691
O 2.085 -1.964 -3.248 -0.732
N 2.940 -1.884 -5.331 -0.422
N 1.277 -0.471 -4.729 -0.331
H 2.967 -1.490 -6.256 0.164
H 3.576 -2.635 -5.098 0.245
H 0.629 -0.131 -4.031 0.224
H 1.275 -0.052 -5.644 0.179
C 1.144 7.070 2.758 0.435
O 0.512 8.050 2.396 -0.645
N 1.929 7.074 3.851 -0.328
N 1.114 5.899 2.096 -0.195
H 2.457 6.278 4.164 0.163
H 1.980 7.936 4.377 0.213
H 0.535 5.853 1.268 0.171
H 1.628 5.082 2.379 0.163

=====

Summary of ΔE to the lowest compared entry with this formula, charge and spin in kcal/mol
24.96; 67.13; 0.00; 30.08; 0.00; 139.82; 74.20; 14.69; 149.14
(order as listed above)
Summary of DFT total energy in eV
-75141.9581; -48156.1415; -120519.8309; -143678.7171; -30019.6850; -119575.6906; -46251.3377; -25914.6543; -84671.6880
(order as listed above)